The following is a quantum chemistry calculation of a gas-phase ion, C3H8NOS (charge +1), from OMol25.

Output
net charge = +1
energy = -646.98350 Eh
SMILES = [NH3+][C@H](C=O)CS
energy above the lowest of the compared OMol25 structures with the same formula, charge and spin = 107.5 kJ/mol
HOMO level = -13.52 eV
gap between HOMO and LUMO = 0.348 Eh

Last column: natural (NBO) charge in e.
Positions of all 14 atoms, in Å:
1 O 0.58253 -0.17085 -2.30067  -0.48
2 C 0.33240 0.59232 -1.43366  0.44
3 C -0.40140 -0.01446 -0.14516  -0.17
4 C 0.35790 0.37201 1.11019  -0.52
5 S 0.70955 2.24992 0.99485  -0.02
6 N -0.47665 -1.51017 -0.41736  -0.69
7 H 0.06098 1.63192 -1.48062  0.17
8 H -1.43571 0.33917 -0.31105  0.25
9 H -0.18666 0.31628 2.04833  0.25
10 H 1.27226 -0.29903 1.12180  0.23
11 H 0.74239 2.29935 2.33922  0.16
12 H -0.94915 -1.72174 -1.29294  0.46
13 H 0.41806 -2.07476 -0.54163  0.46
14 H -1.02650 -2.00998 0.30872  0.45

---

The following is a quantum chemistry calculation of 2 unconnected molecules or ions with the total composition C32H41O3Si2, from OMol25.

Output
net charge = +1
energy = -2048.55819 Eh
HOMO level = -10.77 eV
gap between HOMO and LUMO = 0.236 Eh

Last column: Löwdin charge in e.
Positions of all 78 atoms, in Å:
1 C -1.52986 3.64407 -1.02491  -0.15
2 Si -2.24008 1.93092 -0.94358  0.41
3 C -3.77337 1.95285 0.12234  -0.14
4 C -2.67474 1.27449 -2.62869  -0.14
5 O -1.08163 0.84424 -0.44874  -0.15
6 C -0.22679 0.63452 0.59828  -0.23
7 C -0.63878 -0.38750 1.53212  -0.13
8 O -1.81085 -1.00459 1.31266  -0.03
9 Si -2.99483 -1.71085 2.32745  0.46
10 C -4.60389 -1.20911 1.56117  -0.15
11 C -2.72760 -3.54773 2.25720  -0.15
12 C -2.88549 -1.03781 4.05969  -0.15
13 C 0.15960 -0.64855 2.73938  -0.08
14 C 0.36386 0.67765 3.46336  -0.14
15 C 1.04707 1.65711 2.53493  -0.16
16 C 0.20993 1.91168 1.29143  -0.10
17 H -2.06754 4.18083 -1.81961  0.05
18 H -1.67710 4.18850 -0.08238  0.04
19 H -0.46173 3.62985 -1.27585  0.03
20 H -4.50595 2.59339 -0.39720  0.05
21 H -4.22578 0.96264 0.24816  0.00
22 H -3.59925 2.38980 1.11482  0.04
23 H -3.55904 1.79551 -3.03240  0.05
24 H -1.83984 1.41292 -3.33064  0.04
25 H -2.89864 0.19873 -2.57624  0.04
26 H -5.38580 -1.90907 1.89193  0.05
27 H -4.90256 -0.20146 1.87630  0.04
28 H -4.56370 -1.23814 0.46437  0.05
29 H -3.45404 -4.04262 2.92352  0.05
30 H -2.88925 -3.92383 1.23510  0.05
31 H -1.71506 -3.83652 2.57664  0.04
32 H -3.81379 -1.33988 4.57304  0.05
33 H -2.04502 -1.44117 4.64281  0.04
34 H -2.83644 0.06101 4.08051  0.04
35 H -0.27889 -1.42420 3.38158  0.12
36 H 1.14919 -1.03299 2.42592  0.13
37 H -0.61671 1.06436 3.78371  0.12
38 H 0.96506 0.52166 4.36525  0.13
39 H 1.26245 2.61141 3.03991  0.14
40 H 2.02425 1.24202 2.25771  0.09
41 H 0.77855 2.54506 0.59347  0.11
42 H -0.73010 2.45967 1.58452  0.14
43 C 1.71089 -0.00260 -7.00980  -0.05
44 O 0.64589 -0.37588 -6.11587  -0.08
45 C 0.78274 -0.12641 -4.78549  -0.25
46 C -0.10058 -0.81025 -3.91238  0.02
47 C 0.06638 -0.71127 -2.54360  -0.04
48 C 1.11715 0.04331 -1.97778  -0.15
49 C 1.47336 -0.12746 -0.57875  -0.03
50 C 2.59929 0.64747 -0.01972  -0.14
51 C 3.29922 -0.19199 0.89625  -0.13
52 C 4.34288 0.27334 1.68738  -0.01
53 C 4.73392 1.60305 1.54046  -0.05
54 C 4.07920 2.44363 0.62438  -0.04
55 C 3.00499 1.97276 -0.16218  -0.04
56 C 2.70571 -1.51709 0.85536  -0.14
57 C 1.61486 -1.50516 -0.06165  -0.12
58 C 0.93303 -2.69117 -0.30467  0.00
59 C 1.27951 -3.82884 0.44574  -0.05
60 C 2.31108 -3.80759 1.39623  -0.06
61 C 3.04287 -2.64013 1.60263  -0.01
62 C 1.89867 0.83146 -2.85530  0.02
63 C 1.73890 0.75888 -4.24430  0.01
64 H 1.41487 -0.45373 -7.96161  0.10
65 H 1.77484 1.09208 -7.11604  0.10
66 H 2.68251 -0.40084 -6.69248  0.10
67 H -0.89400 -1.42745 -4.33746  0.13
68 H -0.62639 -1.24200 -1.89462  0.11
69 H 4.80986 -0.42106 2.39113  0.12
70 H 5.54190 2.00859 2.15271  0.11
71 H 4.40132 3.47919 0.49430  0.11
72 H 2.49079 2.63938 -0.86092  0.12
73 H 0.18365 -2.75052 -1.08489  0.10
74 H 0.73741 -4.75618 0.24623  0.11
75 H 2.54687 -4.70522 1.96055  0.11
76 H 3.87786 -2.55337 2.28965  0.12
77 H 2.70100 1.44947 -2.46662  0.10
78 H 2.37170 1.35474 -4.89596  0.11

---

The following is a quantum chemistry calculation of 2 unconnected molecules or ions with the total composition C2H6NOS, from OMol25.

Output
net charge = -1
energy = -607.98283 Eh
energy above the lowest of the compared OMol25 structures with the same formula, charge and spin = 219.5 kJ/mol
HOMO level = -2.51 eV
gap between HOMO and LUMO = 0.232 Eh

Last column: natural (NBO) charge in e.
Positions of all 11 atoms, in Å:
1 C -1.80195 2.89297 -1.16587  -0.72
2 S -0.99125 1.19660 -0.96317  -0.79
3 H -1.79112 3.24114 -0.13547  0.19
4 H -2.81819 2.92611 -1.58963  0.17
5 H -1.24921 3.48818 -1.91707  0.17
6 C 1.77145 -1.83305 1.10623  0.58
7 N 0.76007 -1.49220 0.20628  -0.99
8 O 1.62764 -2.46147 2.11069  -0.54
9 H 2.81067 -1.48976 0.83207  0.07
10 H 0.21799 -0.63274 0.17505  0.45
11 H 0.53591 -2.07901 -0.57757  0.39